Molecular formula: C37H97N9O12
Method: DFT, ωB97M-V/def2-TZVPD

Gap between HOMO and LUMO, eV: 9.282
Total energy, hartree: -2863.11985
Largest force on an atom, Eh/bohr: 0.0886
ΔE to the lowest compared entry with this formula, charge and spin, kcal/mol: 161.7

Each atom is followed by the atoms it is bonded to, with distances in Å.
Positions of all 155 atoms, in Å:
1 C -8.8548 0.8843 1.1112  O2 1.390, H7 1.090, H8 1.090, H9 1.090
2 O -8.8026 2.2670 0.9827  C1 1.390, C3 1.484
3 C -8.3131 2.9923 2.1809  O2 1.484, C4 1.586, H10 1.090, H11 1.090
4 C -8.2738 4.5659 1.9871  C3 1.586, C5 1.487, N6 1.503, H12 1.090
5 C -7.4995 5.1672 3.1053  C4 1.487, H13 1.090, H14 1.090, H15 1.090
6 N -9.6588 5.1376 1.8715  C4 1.503, H16 1.010, H17 1.010
7 H -9.5006 0.5474 0.3003  C1 1.090
8 H -9.4853 0.7931 1.9957  C1 1.090
9 H -7.8694 0.4685 1.3215  C1 1.090
10 H -8.8697 2.8528 3.1077  C3 1.090
11 H -7.3719 2.4465 2.2479  C3 1.090
12 H -7.7091 4.7077 1.0656  C4 1.090
13 H -6.4799 5.3288 2.7552  C5 1.090
14 H -7.5512 4.5771 4.0203  C5 1.090
15 H -7.8241 6.1504 3.4460  C5 1.090
16 H -9.5214 6.0462 1.4524  N6 1.010
17 H -10.0549 4.6786 1.0637  N6 1.010
18 C 4.3653 -9.4797 0.4431  O19 1.338, H24 1.090, H25 1.090, H26 1.090
19 O 5.0850 -10.5316 0.8501  C18 1.338, C20 1.468
20 C 5.7288 -10.3732 2.1594  O19 1.468, C21 1.501, H27 1.090, H28 1.090
21 C 6.3432 -11.6953 2.5176  C20 1.501, C22 1.539, N23 1.447, H29 1.090
22 C 5.3784 -12.8947 2.5260  C21 1.539, H30 1.090, H31 1.090, H32 1.090
23 N 6.7507 -11.7767 3.9034  C21 1.447, H33 1.010, H34 1.010
24 H 4.3865 -9.4925 -0.6466  C18 1.090
25 H 4.8981 -8.5708 0.7226  C18 1.090
26 H 3.4312 -9.4605 1.0045  C18 1.090
27 H 6.4484 -9.5916 1.9157  C20 1.090
28 H 5.0007 -10.0487 2.9028  C20 1.090
29 H 7.2978 -11.7916 2.0004  C21 1.090
30 H 5.9272 -13.8326 2.6121  C22 1.090
31 H 4.7704 -12.8573 1.6220  C22 1.090
32 H 4.6421 -12.8186 3.3261  C22 1.090
33 H 5.9265 -11.5841 4.4546  N23 1.010
34 H 6.9315 -12.7533 4.0868  N23 1.010
35 C 2.8825 -1.8697 3.1989  O36 1.413, H41 1.090, H42 1.090, H43 1.090
36 O 1.6581 -2.5739 3.1673  C35 1.413, C37 1.359
37 C 1.1146 -2.8635 4.3792  O36 1.359, C38 1.475, H44 1.090, H45 1.090
38 C 0.4622 -4.1853 4.3355  C37 1.475, C39 1.640, N40 1.472, H46 1.090
39 C -0.8083 -4.4181 3.3244  C38 1.640, H47 1.090, H48 1.090, H49 1.090
40 N -0.0888 -4.5415 5.6530  C38 1.472, H50 1.010, H51 1.010
41 H 3.6460 -2.5502 3.5758  C35 1.090
42 H 2.7454 -0.9169 3.7102  C35 1.090
43 H 3.2138 -1.5674 2.2054  C35 1.090
44 H 1.7031 -2.7459 5.2892  C37 1.090
45 H 0.2914 -2.1885 4.6136  C37 1.090
46 H 1.2107 -4.9680 4.2121  C38 1.090
47 H -0.5520 -4.5240 2.2703  C39 1.090
48 H -1.5608 -3.6297 3.3414  C39 1.090
49 H -1.3521 -5.3441 3.5111  C39 1.090
50 H -0.6869 -3.8034 5.9961  N40 1.010
51 H 0.6864 -4.3333 6.2660  N40 1.010
52 C -7.9171 -9.9174 13.1606  O53 1.441, H61 1.090, H62 1.090, H63 1.090
53 O -7.6568 -9.2289 11.9221  C52 1.441, C54 1.405
54 C -8.6396 -8.2673 11.6351  O53 1.405, C55 1.506, H64 1.090, H65 1.090
55 C -8.0545 -7.5336 10.4573  C54 1.506, N56 1.479, H66 1.090, H67 1.090
56 N -8.8021 -6.2631 10.3397  C55 1.479, C57 1.482, H68 1.010
57 C -8.6233 -5.6469 9.0037  N56 1.482, C58 1.496, H69 1.090, H70 1.090
58 C -7.1935 -5.3611 8.6676  C57 1.496, O59 1.404, H71 1.090, H72 1.090
59 O -6.5445 -4.3679 9.4181  C58 1.404, C60 1.420
60 C -7.2145 -3.1155 9.3991  O59 1.420, H73 1.090, H74 1.090, H75 1.090
61 H -7.5567 -9.3898 14.0437  C52 1.090
62 H -7.3480 -10.8470 13.1574  C52 1.090
63 H -8.9622 -10.1857 13.3153  C52 1.090
64 H -8.6495 -7.6256 12.5161  C54 1.090
65 H -9.6217 -8.7028 11.4509  C54 1.090
66 H -8.0515 -8.1758 9.5766  C55 1.090
67 H -6.9875 -7.3465 10.5778  C55 1.090
68 H -8.4161 -5.6237 11.0196  N56 1.010
69 H -9.2033 -4.7325 8.8792  C57 1.090
70 H -9.0403 -6.3776 8.3107  C57 1.090
71 H -6.9432 -5.1047 7.6382  C58 1.090
72 H -6.6592 -6.3106 8.6346  C58 1.090
73 H -6.5918 -2.2933 9.7518  C60 1.090
74 H -8.1395 -3.1177 9.9756  C60 1.090
75 H -7.4970 -2.9150 8.3657  C60 1.090
76 C 10.7441 3.9894 -4.1091  O77 1.399, H85 1.090, H86 1.090, H87 1.090
77 O 10.7986 4.6853 -5.3212  C76 1.399, C78 1.438
78 C 11.8265 4.3308 -6.2625  O77 1.438, C79 1.611, H88 1.090, H89 1.090
79 C 12.2966 5.5898 -7.1515  C78 1.611, N80 1.511, H90 1.090, H91 1.090
80 N 12.9423 5.1964 -8.4602  C79 1.511, C81 1.499, H92 1.010
81 C 13.6095 6.3475 -9.1501  N80 1.499, C82 1.519, H93 1.090, H94 1.090
82 C 12.6183 7.2521 -9.8622  C81 1.519, O83 1.499, H95 1.090, H96 1.090
83 O 13.3035 7.9724 -10.9845  C82 1.499, C84 1.414
84 C 13.6428 7.2123 -12.1278  O83 1.414, H97 1.090, H98 1.090, H99 1.090
85 H 9.9536 4.4611 -3.5254  C76 1.090
86 H 11.6491 4.1163 -3.5149  C76 1.090
87 H 10.4539 2.9402 -4.0542  C76 1.090
88 H 11.4937 3.5632 -6.9612  C78 1.090
89 H 12.7036 3.9435 -5.7442  C78 1.090
90 H 12.9869 6.1801 -6.5489  C79 1.090
91 H 11.4750 6.2193 -7.4931  C79 1.090
92 H 13.6341 4.4668 -8.3643  N80 1.010
93 H 14.3983 6.0311 -9.8327  C81 1.090
94 H 14.0601 7.0100 -8.4110  C81 1.090
95 H 12.2439 7.9302 -9.0953  C82 1.090
96 H 11.7279 6.7334 -10.2174  C82 1.090
97 H 14.4996 7.6753 -12.6174  C84 1.090
98 H 12.8285 7.3560 -12.8380  C84 1.090
99 H 13.9536 6.1716 -12.0354  C84 1.090
100 C -12.3502 -1.2415 -9.5569  O101 1.441, H109 1.090, H110 1.090, H111 1.090
101 O -11.1112 -0.6418 -9.1310  C100 1.441, C102 1.463
102 C -10.6001 0.5793 -9.7549  O101 1.463, C103 1.554, H112 1.090, H113 1.090
103 C -9.6520 1.3073 -8.7625  C102 1.554, N104 1.496, H114 1.090, H115 1.090
104 N -8.6744 0.3023 -8.2413  C103 1.496, C105 1.448, H116 1.010
105 C -7.6241 0.7250 -7.3384  N104 1.448, C106 1.556, H117 1.090, H118 1.090
106 C -6.8042 -0.4983 -6.8347  C105 1.556, O107 1.423, H119 1.090, H120 1.090
107 O -7.6318 -1.4003 -6.1099  C106 1.423, C108 1.499
108 C -6.8634 -2.6172 -5.6920  O107 1.499, H121 1.090, H122 1.090, H123 1.090
109 H -12.1388 -1.8122 -10.4612  C100 1.090
110 H -13.0006 -0.4975 -10.0168  C100 1.090
111 H -12.9470 -1.8261 -8.8568  C100 1.090
112 H -11.3512 1.2590 -10.1573  C102 1.090
113 H -10.0783 0.1851 -10.6269  C102 1.090
114 H -10.2887 1.8729 -8.0822  C103 1.090
115 H -9.2078 2.1109 -9.3500  C103 1.090
116 H -9.2533 -0.2700 -7.6434  N104 1.010
117 H -8.1150 1.3331 -6.5786  C105 1.090
118 H -6.9795 1.4247 -7.8703  C105 1.090
119 H -5.9904 -0.2289 -6.1614  C106 1.090
120 H -6.2502 -0.9773 -7.6419  C106 1.090
121 H -5.8311 -2.4087 -5.4110  C108 1.090
122 H -6.8991 -3.4832 -6.3528  C108 1.090
123 H -7.2959 -3.1407 -4.8394  C108 1.090
124 C 0.9371 7.7332 -2.0002  O125 1.430, H133 1.090, H134 1.090, H135 1.090
125 O 1.9466 7.2394 -2.8838  C124 1.430, C126 1.435
126 C 3.1671 6.9392 -2.1907  O125 1.435, C127 1.510, H136 1.090, H137 1.090
127 C 3.9922 8.0890 -1.6650  C126 1.510, N128 1.480, H138 1.090, H139 1.090
128 N 4.2465 9.1888 -2.6219  C127 1.480, C129 1.489, H140 1.010
129 C 4.9028 8.7338 -3.8788  N128 1.489, C130 1.536, H141 1.090, H142 1.090
130 C 5.1979 9.9211 -4.8070  C129 1.536, O131 1.376, H143 1.090, H144 1.090
131 O 5.1198 9.4860 -6.1103  C130 1.376, C132 1.414
132 C 5.2823 10.4849 -7.0972  O131 1.414, H145 1.090, H146 1.090, H147 1.090
133 H 0.0976 8.0378 -2.6252  C124 1.090
134 H 1.2988 8.5530 -1.3796  C124 1.090
135 H 0.5203 7.0738 -1.2389  C124 1.090
136 H 3.7127 6.3608 -2.9363  C126 1.090
137 H 3.0827 6.1110 -1.4871  C126 1.090
138 H 4.9711 7.7268 -1.3510  C127 1.090
139 H 3.6206 8.5301 -0.7401  C127 1.090
140 H 4.8787 9.7195 -2.0399  N128 1.010
141 H 4.2034 8.0643 -4.3795  C129 1.090
142 H 5.8645 8.2422 -3.7319  C129 1.090
143 H 6.2110 10.2664 -4.6008  C130 1.090
144 H 4.5548 10.7177 -4.4328  C130 1.090
145 H 6.1857 11.0941 -7.0681  C132 1.090
146 H 4.4108 11.1391 -7.1225  C132 1.090
147 H 5.3776 10.0075 -8.0725  C132 1.090
148 N 5.6803 1.3058 9.2648  C149 1.304, H152 1.010, H153 1.010
149 C 6.5186 0.7136 10.0685  N148 1.304, N150 1.314, O151 1.206
150 N 6.1813 0.8737 11.3284  C149 1.314, H154 1.010, H155 1.010
151 O 7.5549 0.1717 9.7740  C149 1.206
152 H 4.9295 1.9031 9.5803  N148 1.010
153 H 5.8986 1.3854 8.2819  N148 1.010
154 H 5.7958 1.7416 11.6721  N150 1.010
155 H 6.8300 0.4303 11.9631  N150 1.010